A structure of composition C46H42BrN6O3S2W at a distorted geometry, computed with ωB97M-V/def2-TZVPD.

Positions of all 101 atoms, in Å:
H -4.331 -2.697 2.524
C 2.730 -1.833 -0.867
N 0.902 0.114 1.791
C 3.626 -2.844 -0.877
C -1.403 0.070 -2.523
C -0.156 -5.806 -2.658
C -2.214 -2.856 0.810
H -0.552 -1.364 5.516
C 4.866 2.103 -2.174
C -2.596 -1.735 1.654
C 0.273 0.572 5.193
H 6.657 3.186 -1.750
W -0.138 -0.640 0.245
C 3.656 1.618 -1.683
H -3.393 -3.474 -4.776
H -0.485 4.874 -3.069
H 2.035 0.727 -2.098
C -3.193 0.342 3.380
H -1.148 5.841 0.423
Br -0.401 -3.311 3.629
C 0.744 -1.154 2.300
H -0.017 -0.112 7.207
S -1.289 1.604 0.111
C 4.178 2.569 0.455
C -2.429 -1.888 -3.707
C 0.963 3.018 6.401
H 1.396 4.140 -4.532
H -0.820 3.288 -3.762
H -4.865 -0.856 4.023
H 0.604 1.625 3.344
C -3.111 0.345 -4.297
H 1.390 2.206 0.544
H -3.017 -6.087 0.169
C 0.606 1.930 7.184
C -2.521 -5.125 0.105
C 2.016 1.355 0.267
O 2.862 0.938 -2.565
N -1.158 -2.685 0.020
C -4.010 -0.784 3.364
C 0.419 -4.530 -2.797
H 0.509 -2.537 -2.142
C -0.095 -0.780 4.723
C 0.621 1.685 4.419
H 4.565 -2.888 -1.406
H 3.901 2.776 1.485
H 0.126 -6.608 -3.326
C -0.163 3.832 -3.091
H 0.186 3.743 0.241
H -1.600 -6.955 -1.586
H 1.626 -1.769 2.197
H 0.593 2.015 8.263
C -0.843 -3.690 -0.905
C -1.473 -4.947 -0.827
C -4.107 -1.546 -5.392
S 3.092 -4.108 0.137
C 1.283 3.710 -3.535
C -2.919 -4.087 0.867
H 1.218 3.739 4.398
H 2.637 1.010 2.219
C -2.316 -0.512 -3.535
H 5.112 1.914 -3.213
H 1.962 4.241 -2.864
C 3.307 1.831 -0.347
C -2.112 0.428 2.530
C 5.721 2.813 -1.353
C 5.378 3.056 -0.027
C 0.087 -3.503 -1.957
O -0.890 -0.742 -1.642
H -3.744 -4.196 1.552
H -4.626 0.497 -5.800
C -1.373 5.111 -0.356
H -1.821 -2.554 -3.121
C 0.079 -1.452 3.586
H 2.818 -0.911 -1.413
C -0.850 2.100 -1.501
H 6.036 3.623 0.618
C 1.709 -3.238 0.514
C -4.006 -0.172 -5.218
N -0.366 3.307 -1.727
C -3.317 -2.402 -4.639
H -3.021 1.413 -4.155
C -1.800 -0.586 1.618
C 0.262 0.730 6.584
C 0.961 2.888 5.020
H 1.229 3.961 6.862
C -1.103 -5.998 -1.697
H -2.192 4.480 -0.009
H -3.396 1.154 4.067
C -3.703 -1.818 2.511
H 0.959 -3.600 1.201
H 0.695 4.907 -0.972
H 1.125 -4.346 -3.597
H -1.707 5.658 -1.239
H -4.807 -1.948 -6.113
H 1.594 2.667 -3.574
C -0.135 4.279 -0.649
N -1.201 1.351 -2.570
N 2.231 0.512 1.434
H -1.484 1.303 2.596
N 1.620 -2.064 -0.078
O 1.255 0.539 -0.593

Results
**DFT total energy**: -157001.598 eV
**F_max**: 0.0253 Eh/bohr
**LUMO level (spin up / spin down)**: -3.7659 / -3.7671 eV
**Charge**: +1
**Energy relative to the best compared isomer or geometry (same formula, charge and spin)**: 15.0 kcal/mol
**HOMO level (spin up / spin down)**: -10.2 / -10.2 eV

An isolated molecule of C3H4N2OS at a distorted geometry, computed with ωB97M-V/def2-TZVPD.

Positions of all 11 atoms, in Å:
C 0.513 -0.821 -0.207
C 1.498 1.332 0.000
H -2.265 -0.657 -0.631
N 0.249 1.469 -0.036
S 2.207 -0.292 -0.168
O 0.094 -2.054 -0.019
H -2.356 0.836 0.289
H -0.014 -2.266 0.900
H 2.185 2.135 -0.076
C -0.380 0.266 -0.090
N -1.731 0.051 0.038

Results
**DFT total energy**: -19037.628 eV
**F_max**: 0.0703 Eh/bohr
**LUMO level**: 0.6375 eV
**Charge**: 0
**Energy relative to the best compared isomer or geometry (same formula, charge and spin)**: 32.8 kcal/mol
**HOMO level**: -7.8 eV

A structure of composition C5H10O2, computed with ωB97M-V/def2-TZVPD.

Positions of all 17 atoms, in Å:
H 0.295 2.372 0.322
H 1.126 -1.192 1.772
H -2.088 -1.103 0.132
H 1.872 0.645 1.063
O 0.597 -2.244 0.102
H -0.853 0.586 1.433
C -0.493 0.285 0.452
H 1.555 -2.338 -0.031
C 0.270 1.421 -0.218
C 0.282 -1.354 1.085
O 0.198 1.558 -1.608
H -0.698 1.840 -1.834
H -1.074 -0.849 -1.294
C -1.540 -0.352 -0.440
H -2.235 0.412 -0.817
H 1.670 -0.188 -0.568
C 1.218 0.386 0.236

Results
**DFT total energy**: -9436.560 eV
**F_max**: 0.0075 Eh/bohr
**LUMO level**: 0.8037 eV
**Charge**: 0
**Energy relative to the best compared isomer or geometry (same formula, charge and spin)**: 149.5 kcal/mol
**HOMO level**: -7.1 eV

An isolated molecule of C3HN, computed with ωB97M-V/def2-TZVPD.

Positions of all 5 atoms, in Å:
C 0.737 -0.439 -1.037
C -0.188 -0.398 -0.103
C 1.446 0.626 -0.959
H -0.978 0.526 1.331
N -1.017 -0.316 0.767

Results
**DFT total energy**: -4612.070 eV
**F_max**: 0.0163 Eh/bohr
**LUMO level**: 0.3764 eV
**Charge**: 0
**Energy relative to the best compared isomer or geometry (same formula, charge and spin)**: 57.2 kcal/mol
**HOMO level**: -10.8 eV

An isolated molecule of C19H28ClNO6 at a distorted geometry, computed with ωB97M-V/def2-TZVPD.

Positions of all 55 atoms, in Å:
O -1.497 1.831 -0.030
C -1.870 -1.297 -0.285
C 3.400 -3.237 -0.196
H 4.515 -1.862 -1.389
C -0.848 -1.448 0.845
C -2.112 1.165 -1.136
H 0.270 1.200 -2.930
C -3.878 0.237 0.368
H 1.527 -2.080 2.320
H -4.655 -2.053 1.714
H -3.232 -3.108 1.236
C 2.617 -3.196 0.875
H -3.437 0.730 1.234
C -3.310 -1.158 0.206
C 0.461 0.156 -2.665
H 3.272 4.029 0.300
Cl 2.760 1.793 -0.257
H 2.043 -1.125 0.922
O -0.081 -0.174 -1.405
C 4.303 -4.408 -0.457
H 1.535 0.006 -2.574
O -0.040 2.899 -1.384
H 4.083 -4.844 -1.431
H -1.913 1.763 -2.035
C -3.862 -2.259 1.004
H 4.185 -5.176 0.303
H -1.840 -2.264 -0.804
H 0.064 -0.500 -3.447
H 5.344 -4.086 -0.468
C 1.661 -2.098 1.239
O -0.771 -2.764 1.345
H -4.955 0.153 0.528
O 1.626 3.995 2.244
H -0.347 -0.778 2.805
H -1.886 -0.585 -2.313
C -3.610 1.068 -0.882
C -0.699 -0.349 1.870
H -4.080 0.597 -1.745
H -1.647 0.145 2.057
C 1.368 3.554 1.156
C 0.313 -2.314 0.576
C -0.425 2.573 -0.297
C 3.479 -2.162 -1.238
C 2.359 3.509 0.016
H 2.617 -4.040 1.552
H -0.439 2.833 1.729
H 3.104 -2.544 -2.188
H -4.023 2.071 -0.761
C -1.485 -0.237 -1.346
H 2.896 -1.287 -0.968
H 0.028 0.379 1.521
H 1.938 3.897 -0.911
H 0.382 -2.771 -0.409
N 0.137 2.981 0.907
O -4.203 -2.094 -0.345

Results
**DFT total energy**: -46453.609 eV
**F_max**: 0.0287 Eh/bohr
**LUMO level**: 0.5948 eV
**Charge**: 0
**Energy relative to the best compared isomer or geometry (same formula, charge and spin)**: 1.7 kcal/mol
**HOMO level**: -8.9 eV

A cluster of 2 separate species, C2H10NO2 in total at a distorted geometry, computed with ωB97M-V/def2-TZVPD.

Positions of all 15 atoms, in Å:
H -0.628 0.211 0.953
O -0.975 1.763 1.698
H -1.912 1.966 1.789
H 1.022 0.347 0.883
O 0.604 0.751 -1.564
H 1.349 -1.782 -0.162
H 1.360 0.642 -2.143
H -0.575 2.562 1.339
H -0.076 -2.274 -0.153
H 0.406 -0.916 1.761
C -0.126 -0.465 -1.457
H 0.045 -1.091 -2.334
N 0.272 -0.341 0.931
C 0.380 -1.264 -0.266
H -1.146 -0.109 -1.277

Results
**DFT total energy**: -7814.228 eV
**F_max**: 0.0392 Eh/bohr
**LUMO level**: -3.3009 eV
**Charge**: +1
**Energy relative to the best compared isomer or geometry (same formula, charge and spin)**: 18.0 kcal/mol
**HOMO level**: -15.1 eV

A structure of composition C6H8BFO3 at a distorted geometry, computed with ωB97M-V/def2-TZVPD.

Positions of all 19 atoms, in Å:
C 0.799 -1.334 -0.085
O -2.838 -1.352 0.862
H 1.411 1.965 0.474
H 1.339 -2.158 -0.296
C -0.506 -1.537 -0.037
C -1.599 0.996 0.226
H 2.398 -0.183 0.869
O -2.530 1.521 0.690
H -3.198 -0.625 1.300
C -0.324 1.502 -0.378
H -3.286 -0.198 -1.427
H -0.345 1.240 -1.364
O -2.285 -0.361 -1.404
F -0.307 2.884 -0.387
H 0.331 0.927 1.592
C 0.837 1.163 0.541
C 1.585 -0.118 0.171
H 2.298 0.180 -0.771
B -1.961 -0.967 -0.094

Results
**DFT total energy**: -15885.268 eV
**F_max**: 0.1384 Eh/bohr
**LUMO level (spin up / spin down)**: -0.9041 / -0.3809 eV
**Charge**: 0
**Energy relative to the best compared isomer or geometry (same formula, charge and spin)**: 94.7 kcal/mol
**HOMO level (spin up / spin down)**: -8.6 / -8.6 eV

A structure of composition C21H28F6N4O5P2S2V, computed with ωB97M-V/def2-TZVPD.

Positions of all 69 atoms, in Å:
C 0.741 -2.757 -0.093
C 0.109 1.807 -3.619
H 0.339 -3.532 0.559
V -1.584 -0.064 0.772
C -3.643 -3.905 1.020
F -4.357 0.961 2.538
O -3.370 0.582 -0.081
H 1.284 0.797 2.699
H 0.148 -2.733 -1.006
H 5.609 -0.749 -0.674
H -0.277 1.753 -4.637
H -0.421 3.347 0.502
C -0.923 1.158 -2.693
H 1.065 1.290 -3.597
F -4.584 -4.057 1.928
O -1.352 1.633 4.473
H 2.426 -3.330 2.054
P -0.523 1.407 -0.900
F -5.908 1.948 1.437
H 6.330 3.154 -2.312
C 1.285 1.145 -0.783
C 5.267 0.220 -1.003
C 1.782 -0.067 -0.240
C 1.949 -0.026 2.944
C 4.308 2.739 -1.828
O -2.767 -1.524 2.058
H 0.151 -3.019 2.919
H -2.572 1.517 -4.004
H 3.914 3.694 -2.142
P 0.667 -1.148 0.740
O -2.211 -1.948 -0.201
N -4.659 -1.535 0.352
C -1.247 1.329 3.356
H 0.287 2.855 -3.386
N 2.081 2.062 -1.275
H -1.748 -0.847 -2.386
H 2.941 0.224 2.569
C 1.495 -1.380 2.387
N -1.086 1.034 2.202
C -0.958 -0.349 -2.950
H 3.175 -2.342 3.293
H 0.903 -2.197 4.278
C 2.714 -2.312 2.306
S -3.286 -2.092 0.805
H 1.778 -2.990 -0.333
C 3.885 0.517 -0.886
F -2.519 -4.478 1.426
H -0.106 3.761 -1.201
C 3.401 1.777 -1.315
H 7.168 0.945 -1.598
O -5.701 0.387 -0.887
N 3.050 -0.392 -0.327
C 6.113 1.159 -1.508
H -0.446 -1.435 3.435
H 3.455 -1.968 1.594
S -4.751 0.033 0.095
H -1.144 -0.525 -4.010
C -5.359 0.782 1.701
H -3.079 1.398 -2.321
C -0.727 3.166 -0.530
H 2.011 -0.091 4.030
H -2.272 2.858 -2.912
H -0.003 -0.824 -2.708
C 0.455 -2.042 3.297
F -4.020 -4.415 -0.134
C 5.630 2.431 -1.920
C -2.297 1.771 -2.980
H -1.772 3.453 -0.640
F -6.248 -0.019 2.248

Results
**DFT total energy**: -120666.250 eV
**F_max**: 0.0138 Eh/bohr
**2S+1**: 3
**LUMO level (spin up / spin down)**: -4.1283 / -3.7945 eV
**Charge**: +1
**Energy relative to the best compared isomer or geometry (same formula, charge and spin)**: 2.6 kcal/mol
**HOMO level (spin up / spin down)**: -12.1 / -12.1 eV

Look up the energy relative to the best compared isomer or geometry (same formula, charge and spin) of the first one. 15.0 kcal/mol

Which formula does entry 3 have? C5H10O2

What is the formula in the second record? C3H4N2OS

Which of these has the lowest DFT total energy? C46H42BrN6O3S2W